1.
Formula: C26H26NO3
Source: the Open Molecules 2025 dataset
Level of theory: ωB97M-V with the def2-TZVPD basis set

```
56
Properties=species:S:1:pos:R:3
O 2.09447 -1.47959 5.24324
C 2.99339 -3.33437 4.08034
C 0.97948 -6.82103 4.48278
H 3.01910 0.75081 6.37741
C 1.28291 -2.21044 2.54251
H 2.39102 -3.90949 4.80732
H 3.21525 -2.42808 8.32015
H 2.75299 0.16504 -1.16794
C 3.87275 -5.14102 2.77366
C 3.03610 -2.58230 7.24862
H 0.73391 0.35154 3.38485
C 3.10941 -1.89141 4.36673
C 1.38591 -8.16011 4.51798
C 2.98082 -6.21716 3.21643
C 5.05126 -5.34348 1.91454
H 3.99854 -2.84672 6.79204
H 7.63733 -7.44377 1.12296
H 1.28793 -4.91593 3.55585
C 1.72052 -5.89458 3.75311
C 5.32801 -4.31945 0.99394
C 1.53849 -0.91175 1.84043
C 1.51556 1.52109 1.72370
H 0.44670 -1.80589 7.26165
H 0.80408 -8.89970 5.07518
H 2.82766 -9.60208 3.77909
C 3.45390 -0.17468 6.77557
H 1.30546 -0.77455 8.42417
C 2.09297 1.46756 0.44508
H 3.71904 -0.00218 7.82664
H 2.16930 -1.93235 0.05159
C 5.94739 -6.43048 2.00593
H 6.54335 -3.65092 -0.64924
C 1.22708 0.33847 2.41023
N 3.67765 -3.88283 3.13639
H 5.84043 -7.15823 2.81276
C 6.99354 -6.56199 1.08691
C 2.34308 0.22464 -0.15773
H 4.12497 -7.93096 2.49960
O 1.23531 -3.27001 1.91569
H 0.95159 -2.07643 3.58881
C 6.38174 -4.43835 0.08595
C 2.03936 -0.95533 0.52601
H 2.33288 -3.41800 7.14813
H 1.27600 2.48423 2.17952
O 3.90404 -1.12814 3.87719
C 1.14733 -0.96748 7.35630
H 0.08495 -6.48830 5.00753
H 4.68251 -3.44058 0.99720
C 7.21280 -5.56709 0.12399
H 8.03496 -5.66657 -0.58814
C 2.52952 -8.55110 3.80213
H 2.33511 2.38846 -0.08322
H 0.69838 -0.07535 6.90505
C 3.29408 -7.59959 3.11835
C 2.45648 -1.30775 6.66772
H 4.37014 -0.40837 6.21897
```

Output
- charge = -1
- HOMO level (eV) = -2.729
- 2S+1 = 1
- HOMO-LUMO gap (eV) = 5.575

2.
Formula: C36H20ClN10O4SSn
Source: the Open Molecules 2025 dataset
Level of theory: ωB97M-V with the def2-TZVPD basis set

```
73
Properties=species:S:1:pos:R:3
C 0.75514 -0.01239 4.23524
H -3.04627 4.60300 -2.36424
C 4.84134 -4.07817 -0.53664
H 1.98496 3.55469 -6.41799
C -1.25408 2.76437 -0.96211
O -0.90868 -1.97931 1.63674
C 4.06515 -3.12293 1.55702
H 3.97559 -3.31569 -2.36257
N -3.61834 -2.39205 -0.08663
C 0.00300 1.73460 -2.58032
S -2.76802 0.11876 -0.52099
C -3.24728 4.40068 1.55400
H -4.76824 5.87926 1.35801
C 2.25543 -1.37224 -1.01923
C -0.83620 1.35670 5.44297
N 0.35117 0.59220 2.02872
O -0.51920 -2.50132 -0.58496
C 4.87525 -4.00375 0.86273
H -0.89547 0.95886 7.54064
C -3.98857 5.32464 -0.56769
N 2.14749 -1.02453 -2.25082
C 0.55395 -0.28851 6.57207
H 0.24538 3.76535 -4.66556
O -1.45170 -4.15637 0.84316
C 3.21813 -2.32768 0.80026
H 0.83146 -0.77610 7.49621
C -3.06792 -1.55126 -0.93571
Sn -0.39564 -0.06880 0.05392
C 1.16653 -0.66549 5.38900
N -1.26415 2.29629 2.51385
C 1.08402 -0.23424 2.83916
C 2.75284 0.73757 -4.68673
C 2.23947 -1.33035 1.19735
C -0.45161 1.35306 2.87818
C 4.00249 -3.26826 -1.28341
Cl -0.50439 -3.10497 0.78383
H -4.64467 6.00633 -1.08934
H -1.59616 2.12394 5.45691
C -0.43262 0.70548 6.59727
C -3.10286 4.55100 -1.28657
C -0.22011 0.97399 4.26042
N -2.68042 -1.96435 -2.16682
H -3.29139 4.34210 2.63103
C 3.18653 -2.39505 -0.57852
C 1.75017 0.85314 -3.71945
O 0.79488 -3.54800 1.10895
C -4.05938 5.25129 0.83715
C -2.35668 3.61313 0.82331
H -4.17810 -4.32320 0.28139
N 1.99769 -1.10245 2.46829
C 1.40469 0.03786 -2.59801
H -2.21476 -1.28183 -2.75849
C 2.80742 1.72241 -5.64669
C -2.82889 -3.23203 -2.58046
C 0.85975 1.92156 -3.71533
C -2.28436 3.68662 -0.56043
N 0.28101 0.50855 -1.97596
N -0.68760 2.13966 0.15055
H 5.48893 -4.78129 -1.04047
H 1.92670 -1.43229 5.35798
C 0.92760 2.92852 -4.68005
H 5.54978 -4.65125 1.40527
N -0.86505 2.65020 -2.20447
H 3.45283 -0.08414 -4.67386
C -3.76343 -3.65339 -0.46130
C -1.38836 2.63239 1.23221
H 4.08217 -3.05701 2.63443
C 1.90403 2.80531 -5.64351
H -3.54617 -5.16218 -2.00503
H 3.55781 1.66979 -6.42281
C -3.40065 -4.13308 -1.72216
H -2.47377 -3.46448 -3.57403
N 1.68046 -0.72289 0.10113
```

Output
- charge = +1
- HOMO level (alpha / beta) (eV) = -9.174 / -8.926
- 2S+1 = 1
- energy relative to the best compared isomer or geometry (same formula, charge and spin) (kcal/mol) = 0.0
- HOMO-LUMO gap (alpha / beta) (eV) = 4.853 / 4.546

3.
Formula: C3H7BI2
Source: the Open Molecules 2025 dataset
Level of theory: ωB97M-V with the def2-TZVPD basis set

```
13
Properties=species:S:1:pos:R:3
C 0.78940 -0.27355 -1.32860
H -1.01928 -0.85446 1.62068
I -0.09729 2.95243 0.24429
H 1.51601 -0.90147 -1.84205
C -0.75453 -0.19761 0.78402
H 0.02107 -1.93114 -0.22417
H -1.64759 -0.11485 0.14614
B -0.41352 1.19126 1.39093
H 1.25390 -0.99552 0.60563
I -0.81476 -0.08507 -2.72398
H 1.19272 0.72784 -1.21336
H -0.37977 1.39093 2.56050
C 0.35365 -0.90879 -0.02003
```

Output
- structure (SMILES) = IBCCCI
- HOMO level (eV) = -9.243
- 2S+1 = 1
- HOMO-LUMO gap (eV) = 9.185

4.
Formula: C55H39F4N7SeZr
Source: the Open Molecules 2025 dataset
Level of theory: ωB97M-V with the def2-TZVPD basis set

```
107
Properties=species:S:1:pos:R:3
H 3.79668 4.28572 0.81435
H -3.69761 0.78898 2.52968
C 4.43026 6.20670 0.10797
H -3.45029 -0.90274 2.95722
N -1.54052 -1.19667 0.61426
C -4.22683 1.59072 -3.44705
N 0.66937 2.59918 1.93773
C 2.85909 1.69871 -0.67235
C -3.01778 1.34606 -0.54736
H -1.52432 4.04368 -3.49582
H 2.10699 -2.82646 0.05457
F -0.16354 0.56630 -1.91081
C -4.15150 -4.96316 2.73533
C 1.06175 4.00261 3.73052
H -2.12655 0.26983 3.12105
H -4.95752 -5.63468 3.00342
C 0.93442 1.80502 5.62766
N -0.02124 -0.12802 2.52270
C 1.81492 6.53119 -0.75135
H -0.16638 -3.55942 0.02905
H 5.45172 6.07251 0.44205
C 1.32116 4.69480 2.59330
H 3.23008 3.00022 7.82126
H 0.98864 -0.86438 5.59492
C -2.64667 -0.25502 1.03385
C 2.11786 2.36242 6.10619
C -3.67602 -4.03404 3.64792
H 1.10595 4.36737 4.74416
C -1.82862 -1.68179 -0.74160
H -3.83823 4.68446 -2.15310
C 2.18256 5.34933 -0.11261
H -0.98166 1.01498 6.17831
H 2.78916 -0.12803 -5.26681
Se 3.86416 2.37494 -1.94230
C -0.32821 -1.44102 2.65688
C -4.20184 3.89597 -2.80206
H -0.00092 -2.96440 4.21921
C -5.60388 3.17672 -4.61991
H 2.91093 2.60329 5.40833
N 2.18189 1.24664 0.18323
C 2.71582 -1.53460 -2.15931
F 4.21474 -1.83780 -3.91426
F 3.49704 -2.38841 -1.46329
C -0.98884 -2.21039 1.55460
H -6.32291 3.40098 -5.39691
H 2.44656 8.44710 -1.47482
H 0.85538 4.94544 -2.70224
C 1.21905 4.24816 0.12910
C -2.54197 -4.16214 1.13533
H -5.12963 0.67575 -1.04989
H 1.43967 2.40968 9.42410
C 0.72004 2.67479 3.33314
N -2.15399 0.97510 0.39714
C 1.57938 -0.94600 -1.57882
F 0.60556 1.13697 -4.43546
H -4.66341 -1.28159 0.67792
H 0.78312 6.68187 -1.04437
H -3.91486 -5.75922 0.75505
C 2.43430 -0.35724 -4.27341
C -5.12075 4.18723 -3.79951
C -2.74888 2.29355 -1.53660
C 0.18039 4.29463 -2.16954
C 3.49972 5.20564 0.32575
C 0.40269 3.76891 -0.82904
C 3.10520 -1.24035 -3.45355
H -2.09135 -4.26259 0.15782
H 0.47742 -3.74931 1.64335
C 0.70638 1.58783 4.17188
C 4.05833 7.37398 -0.54898
H 1.62960 5.72294 2.49050
C 0.49362 0.25776 3.76012
C 0.59422 -0.86106 4.59112
C 2.30059 2.57332 7.46528
N 1.00510 -1.06587 -0.35613
C 1.38957 -2.16168 0.52344
C -3.57178 -5.02789 1.47649
C 0.08319 -1.94104 3.88732
C 0.11680 1.67574 7.89831
C -1.01257 3.83524 -2.56870
Zr 0.05912 0.87529 0.50281
C 1.32231 0.25052 -3.72973
C -3.74016 2.59230 -2.60694
C -2.07116 -3.19869 2.03174
H -3.85566 0.57780 -3.33442
C -4.23168 0.50265 -0.47578
H -2.02610 -0.83346 -1.39026
H -0.96493 -2.19116 -1.14643
H -2.70088 -2.33692 -0.76848
H -5.46833 5.20449 -3.92894
N -0.59367 2.82872 -0.53401
C 0.17419 -3.00538 0.90239
C -1.51459 2.94415 -1.51926
H 4.78731 8.15539 -0.72218
H 1.87077 -1.77977 1.42951
C -2.97519 -0.02861 2.51843
C -0.06013 1.45279 6.54168
C 0.94534 -0.05184 -2.45229
C 1.29841 2.23796 8.36428
H -2.30033 -2.45176 4.03234
H -5.51352 1.08399 -5.08389
C -2.65098 -3.16408 3.29862
C -5.15328 1.87695 -4.43996
H -0.66906 1.40721 8.59251
C 2.74801 7.53551 -0.97375
C -3.99512 -0.48259 0.38121
C 1.07976 3.80223 1.50562
H -4.10296 -3.98128 4.64224
```

Output
- HOMO level (eV) = -7.139
- 2S+1 = 1
- energy relative to the best compared isomer or geometry (same formula, charge and spin) (kcal/mol) = 29.5
- HOMO-LUMO gap (eV) = 5.767

5.
Formula: C5H8N2
Source: the Open Molecules 2025 dataset
Level of theory: ωB97M-V with the def2-TZVPD basis set

```
15
Properties=species:S:1:pos:R:3
C 0.95828 -0.04867 -0.02170
C -1.01203 -0.91155 0.28692
H 2.52377 0.94530 1.05502
H -1.56979 1.04590 0.99836
N 0.27460 -0.60573 0.91079
H 0.42411 0.48470 -2.19756
C 0.17870 -0.03958 -1.27958
C -2.08820 0.18782 0.56422
H -2.57414 0.51388 -0.36956
H -2.85496 -0.18928 1.23282
C 2.35954 0.45958 0.09028
H 3.04774 -0.39014 0.01089
H -1.34989 -1.90964 0.59181
N -0.90375 -0.70117 -1.14837
H 2.58603 1.15859 -0.72434
```

Output
- structure (SMILES) = CC1=N[C@@H](C)N=C1
- HOMO level (eV) = -10.043
- 2S+1 = 1
- energy relative to the best compared isomer or geometry (same formula, charge and spin) (kcal/mol) = 22.5
- HOMO-LUMO gap (eV) = 10.636

6.
Formula: C4H9O3
Source: the Open Molecules 2025 dataset
Level of theory: ωB97M-V with the def2-TZVPD basis set

```
16
Properties=species:S:1:pos:R:3
C -0.66742 1.64782 0.47579
O 0.35865 1.00956 -0.36036
H 0.53394 -2.02238 0.86180
H 1.60175 -2.09103 -0.64114
H 1.34677 0.47205 0.37368
C 1.13556 -1.50449 0.13082
H 2.82568 -0.48343 0.35000
H -1.15148 2.39276 -0.17565
O -1.49855 0.63387 0.86609
H -2.33930 0.20541 -0.99351
O 1.92439 -0.49437 0.71992
C -1.62222 -0.20697 -0.26643
H -1.95773 -1.19035 0.05620
H -0.20860 2.12698 1.34199
H -0.04997 -0.33955 -1.89351
C -0.23148 -0.15588 -0.84569
```

Output
- charge = +1
- HOMO level (eV) = -14.510
- 2S+1 = 1
- energy relative to the best compared isomer or geometry (same formula, charge and spin) (kcal/mol) = 29.3
- HOMO-LUMO gap (eV) = 11.063

| no. | strongest force on any atom (hartree/bohr) |
| --- | --- |
| 1 | 0.0481 |
| 2 | 0.0509 |
| 3 | 0.0050 |
| 4 | 0.0187 |
| 5 | 0.0126 |
| 6 | 0.0799 |